# 1
92
Properties=species:S:1:pos:R:3:forces:R:3:mulliken_spin:R:1 method="wB97M-V/def2-TZVPD" spin_multiplicity=3 homo_lumo_gap_ev="7.72 / 5.65" largest_force_ha_per_bohr=0.1183 total_charge=+1 lumo_energy_ha="-0.11135 / -0.19579" homo_energy_ev="-10.8 / -11.0"
V 0.74574 -1.57821 -2.08370 -1.5 0.0 -0.2 1.56
C -3.66831 -0.97586 3.87698 0.0 0.0 0.0 0.00
C -3.52956 0.30844 3.04253 0.0 0.0 0.0 0.00
C -2.66849 1.32457 3.81225 0.0 0.0 0.0 0.00
C -4.92195 0.90884 2.84582 0.0 0.0 0.0 0.00
C -2.85270 -0.02299 1.71032 -0.2 0.1 0.0 0.00
C -1.57706 -0.56684 1.70736 0.2 -0.1 0.1 0.00
C -0.98066 -0.84711 0.49763 0.2 -0.1 -0.3 0.02
Se 0.84254 -1.49363 0.35503 -0.1 0.1 1.1 -0.04
C 1.71097 0.22574 0.38265 0.0 -0.1 -0.4 0.14
C 2.00441 0.84791 1.53875 0.1 0.2 0.2 0.09
C 2.60736 2.14270 1.50840 0.0 -0.1 0.0 0.07
C 2.97624 2.67814 0.26861 0.0 0.0 0.2 -0.05
C 2.73424 2.07552 -0.94941 -0.1 -0.1 -0.1 0.05
C 1.95935 0.84089 -0.91046 0.0 0.2 0.2 0.21
O 1.45935 0.30915 -1.93248 0.2 0.5 -0.3 0.30
C 3.26628 2.75786 -2.21543 -0.1 0.0 0.0 0.05
C 2.46073 4.05732 -2.42418 0.0 0.0 0.0 0.03
C 3.18435 1.92444 -3.50295 0.1 0.0 0.1 0.00
C 4.74968 3.10061 -1.98801 0.1 0.0 0.0 0.02
C 2.83864 2.87291 2.81545 0.0 0.0 0.0 0.06
C 3.77751 2.03296 3.70080 0.0 0.0 0.0 0.03
C 1.47692 3.04280 3.51873 0.0 0.0 0.0 0.03
C 3.46060 4.25384 2.60346 0.0 0.0 0.0 0.01
C -1.59969 -0.64177 -0.73878 0.4 -0.1 0.0 -0.01
O -0.88108 -1.00822 -1.82924 -3.3 1.3 0.4 -0.05
C -2.88265 -0.09080 -0.76467 -0.1 0.0 -0.2 0.00
C -3.45843 0.20173 0.47288 -0.1 0.0 0.1 0.00
C -3.61811 0.17785 -2.08631 0.0 0.0 0.0 0.00
C -2.81920 1.18995 -2.92343 -0.1 0.0 0.0 0.00
C -3.80304 -1.13734 -2.86764 -0.1 0.1 0.1 0.00
C -5.01138 0.76277 -1.84034 0.0 0.0 0.0 0.00
H -4.16584 -0.75377 4.82578 0.1 0.0 -0.1 0.00
H -4.26623 -1.72015 3.34356 0.0 0.0 0.0 0.00
H -2.69480 -1.41905 4.10512 -0.1 0.0 0.0 0.00
H -3.15747 1.59479 4.75328 0.1 0.0 -0.1 0.00
H -1.68197 0.91695 4.05464 -0.1 0.0 0.0 0.00
H -2.52950 2.23780 3.22490 0.0 -0.1 0.1 0.00
H -5.35079 1.14351 3.82283 0.0 0.0 -0.1 0.00
H -4.88716 1.83827 2.26954 0.0 -0.1 0.0 0.00
H -5.59769 0.20819 2.34723 0.0 0.1 0.0 0.00
H -1.04836 -0.76578 2.63380 0.0 0.0 -0.1 0.00
H 1.76591 0.37083 2.48186 0.1 0.1 0.0 0.00
H 3.49382 3.62663 0.26071 -0.1 -0.1 0.0 -0.01
H 1.40902 3.83394 -2.62124 0.1 0.0 0.0 0.00
H 2.51588 4.71327 -1.55090 0.0 0.0 -0.1 0.00
H 2.86345 4.59942 -3.28338 0.0 0.0 0.0 0.00
H 2.16130 1.75704 -3.82081 -0.1 0.0 0.0 0.00
H 3.69262 2.47920 -4.29447 0.0 0.0 0.0 0.00
H 3.68255 0.95814 -3.39903 0.0 0.0 0.0 0.00
H 4.89977 3.81472 -1.17493 0.0 -0.1 -0.1 0.00
H 5.32971 2.19997 -1.76876 0.0 0.1 0.0 0.00
H 5.15271 3.54975 -2.89738 0.0 0.0 0.0 0.00
H 3.34580 1.06089 3.95222 0.0 0.1 0.0 0.00
H 4.73763 1.86436 3.20539 -0.1 0.0 0.0 0.00
H 3.96459 2.56571 4.63633 0.0 0.0 -0.1 0.00
H 1.03351 2.08189 3.79519 0.0 0.1 0.0 0.00
H 1.61320 3.62268 4.43483 0.0 -0.1 -0.1 0.00
H 0.76785 3.57643 2.87907 0.1 0.0 0.1 0.00
H 4.44942 4.18830 2.14000 -0.1 0.0 0.0 0.00
H 2.82203 4.89361 1.98701 0.1 0.0 0.1 0.00
H 3.58287 4.74246 3.57085 0.0 0.0 0.0 0.00
H -4.44967 0.63231 0.47146 0.1 -0.1 0.0 0.00
H -1.81462 0.83387 -3.14283 0.0 0.0 0.0 0.00
H -3.33089 1.37321 -3.87337 0.0 0.0 0.1 0.00
H -2.73808 2.14373 -2.39331 0.0 -0.1 0.0 0.00
H -2.85287 -1.55721 -3.18855 0.1 0.0 0.0 0.00
H -4.32087 -1.87790 -2.25029 0.0 0.0 -0.1 0.00
H -4.41075 -0.95460 -3.75946 0.1 0.0 0.1 0.00
H -4.96475 1.71604 -1.30500 0.0 -0.1 -0.1 0.00
H -5.49538 0.94821 -2.80204 0.0 0.0 0.1 0.00
H -5.64541 0.07182 -1.27556 0.0 0.1 -0.1 0.00
N -0.03490 -3.55043 -2.37414 -0.2 0.0 0.2 -0.02
C -1.06444 -4.16035 -1.47238 0.2 0.0 0.0 0.02
C -0.66842 -5.52203 -0.89969 0.1 0.0 -0.1 -0.01
C 0.51660 -5.51721 0.08405 -0.1 0.0 -0.1 0.00
C 1.86425 -5.95970 -0.50540 -0.1 0.1 -0.1 0.00
N 2.11290 -5.41935 -1.85141 -0.2 0.1 0.1 0.00
H -0.36966 -3.61485 -3.32827 -0.1 0.0 -0.2 0.00
H 0.79991 -4.15561 -2.34663 0.2 -0.3 0.1 -0.01
H -1.99265 -4.27183 -2.02738 -0.1 0.1 -0.1 0.00
H -1.27373 -3.47564 -0.65168 0.0 0.1 0.1 0.00
H -0.46083 -6.20783 -1.72664 -0.1 0.0 0.0 0.00
H -1.55607 -5.90390 -0.39201 0.0 0.0 0.0 0.00
H 0.29842 -6.18650 0.91983 0.0 0.1 0.0 0.00
H 0.61638 -4.52147 0.51766 0.0 0.2 0.1 0.00
H 1.89394 -7.04877 -0.52444 0.0 -0.1 0.0 0.00
H 2.65540 -5.63521 0.16879 0.1 -0.1 0.0 0.00
H 2.15711 -6.15231 -2.54232 0.1 -0.1 -0.1 0.00
H 2.97467 -4.89708 -1.91300 0.1 0.1 0.0 0.00
O 2.21463 -2.07205 -2.45355 5.6 -2.1 -1.2 -0.26
O 3.45336 -2.51150 -2.67626 -1.4 0.5 0.3 -0.24

# 2
18
Properties=species:S:1:pos:R:3:forces:R:3:lowdin_charge:R:1 method="wB97M-V/def2-TZVPD" smiles="C/N=C/O.C=CC" homo_lumo_gap_ev=10.79 largest_force_ha_per_bohr=0.0104 lumo_energy_ha=0.04136 relative_energy_kcal_mol=40.7 homo_energy_ev=-9.7
C -1.01531 2.41730 0.23324 0.0 0.2 0.0 -0.15
N -0.77451 1.01326 0.47120 -0.2 -0.2 0.4 -0.01
C -1.32927 0.47797 1.47097 0.0 0.4 -0.2 -0.30
O -1.15188 -0.80366 1.80740 0.1 -0.1 -0.1 0.03
H -0.05796 2.95099 0.22789 -0.2 0.0 0.0 0.07
H -1.46709 2.55305 -0.75593 0.1 0.0 0.1 0.07
H -1.67010 2.89030 0.98234 0.1 -0.1 -0.1 0.07
H -2.00676 0.98377 2.16897 0.1 0.0 -0.1 0.14
H -0.50503 -1.17474 1.17248 -0.1 0.0 0.1 0.05
C 0.95784 -2.36138 -0.03286 0.0 0.1 -0.1 -0.04
C 0.60934 -1.45466 -0.94677 0.1 -0.2 0.1 -0.26
C 1.47960 -0.33599 -1.42994 0.0 0.0 0.0 -0.11
H 0.29055 -3.17203 0.25260 0.1 0.1 -0.1 0.06
H 1.93358 -2.33327 0.44884 -0.1 0.0 -0.1 0.07
H -0.38379 -1.51055 -1.39493 0.1 0.0 0.0 0.10
H 2.39133 -0.24939 -0.83046 -0.1 0.0 -0.1 0.08
H 1.76714 -0.50020 -2.47547 -0.1 0.0 0.1 0.08
H 0.93231 0.60926 -1.36956 0.1 -0.2 0.0 0.05

# 3
13
Properties=species:S:1:pos:R:3:forces:R:3:lowdin_charge:R:1 method="wB97M-V/def2-TZVPD" homo_lumo_gap_ev=9.73 largest_force_ha_per_bohr=0.1071 lumo_energy_ha=-0.03638 relative_energy_kcal_mol=107.5 homo_energy_ev=-10.7
H -3.43176 -0.51785 -0.15669 -0.1 -1.6 -0.3 0.07
N -2.75964 -1.32880 -0.14111 0.1 0.6 0.2 0.18
C -1.69399 -0.63767 -0.04812 -1.9 -2.6 0.5 -0.56
N -1.92365 0.73238 -0.06006 4.7 2.9 -0.3 0.08
C -0.70664 1.19554 -0.07878 1.9 0.3 2.5 -0.01
C 0.39543 -0.09850 0.12262 -4.9 1.5 -1.9 -0.21
C 1.79494 0.23834 -0.10592 3.0 -0.9 3.5 -0.19
O 2.74697 -0.95791 -0.20157 -4.5 -0.1 3.1 -0.14
N -0.37159 -1.15028 0.10959 1.5 1.7 -0.1 0.16
H -0.24328 2.27070 0.15597 -1.8 -2.1 -1.1 0.14
H 1.81242 0.90967 -0.94014 0.4 -0.1 -0.9 0.11
H 2.16661 0.96415 0.82372 -0.9 -1.8 -2.1 0.18
H 2.21418 -1.61977 0.52049 2.5 2.3 -3.1 0.18

# 4
13
Properties=species:S:1:pos:R:3:forces:R:3:lowdin_charge:R:1 method="wB97M-V/def2-TZVPD" homo_lumo_gap_ev=8.46 largest_force_ha_per_bohr=0.1707 lumo_energy_ha=-0.04977 relative_energy_kcal_mol=208.9 homo_energy_ev=-9.8
C 1.41777 -0.08715 1.56129 -0.6 -2.3 2.9 -0.24
C -0.57678 -0.39535 -0.34877 3.3 3.1 3.0 -0.12
C -1.35700 -0.74936 -1.41720 -1.7 2.1 -3.4 -0.47
C -2.07266 0.44317 -2.22887 -3.7 3.4 -0.3 -0.07
H 1.52282 -1.09820 0.90954 0.4 2.3 1.7 0.10
H 0.79504 -0.35542 2.62584 1.4 0.2 -3.0 0.13
H 2.39275 0.37483 2.09001 -2.2 -1.1 -2.0 0.11
H 1.83205 1.86556 0.26285 -3.3 -2.2 2.0 0.27
H -0.21612 -1.24670 0.43572 -1.3 2.3 -2.2 0.16
N 0.60767 0.90121 0.88224 5.0 6.5 -3.1 -0.19
N -0.07415 0.89208 -0.35678 -0.9 -6.9 3.9 0.06
N -2.85831 1.29721 -2.58368 4.4 -4.7 1.7 0.12
O -1.41309 -1.84186 -1.83220 -0.8 -2.7 -1.1 0.14

# 5
86
Properties=species:S:1:pos:R:3:forces:R:3:mulliken_spin:R:1 method="wB97M-V/def2-TZVPD" spin_multiplicity=2 homo_lumo_gap_ev="6.66 / 7.23" largest_force_ha_per_bohr=0.0310 lumo_energy_ha="-0.01482 / -0.01157" relative_energy_kcal_mol=49.7 homo_energy_ev="-7.1 / -7.5"
Ru -0.09636 -0.08248 -1.12620 -0.7 1.1 0.9 0.93
S 0.68900 -1.96012 0.58919 -0.3 0.1 -0.6 0.00
P 1.07596 -0.14637 1.38481 0.6 0.4 0.1 0.07
C -0.06359 1.01496 0.89342 -0.2 -1.0 -0.7 -0.07
P -1.69370 0.54646 1.23974 0.0 0.3 0.3 0.02
S -2.34485 -0.67673 -0.22755 0.5 0.1 -0.6 -0.01
C -2.77735 1.98855 1.33743 0.0 0.0 0.1 -0.01
C -2.25710 3.27401 1.32739 0.0 0.1 0.0 0.00
C -3.10874 4.36491 1.46096 0.0 0.0 0.0 0.00
C -4.47264 4.16665 1.60636 0.0 0.0 0.0 0.00
C -4.99553 2.87663 1.61203 0.0 0.0 0.0 0.00
C -4.14959 1.78875 1.47904 0.0 0.1 0.0 0.00
C -1.89619 -0.21693 2.87644 -0.1 0.0 0.0 0.00
C -2.03616 -1.59450 3.01301 0.0 0.0 0.1 0.00
C -2.10250 -2.16142 4.28025 0.0 0.0 0.0 0.00
C -2.01858 -1.35749 5.40801 0.0 0.0 0.0 0.00
C -1.87658 0.01846 5.27541 0.0 0.0 0.0 0.00
C -1.82104 0.58959 4.01352 0.0 -0.1 0.0 0.00
C 2.69480 0.41424 0.74921 0.1 -0.1 0.0 -0.05
C 2.76378 1.27364 -0.34407 0.2 0.1 0.1 0.07
C 3.99349 1.58653 -0.91454 0.0 0.0 0.0 0.00
C 5.16188 1.05442 -0.38607 0.0 0.0 0.0 0.00
C 5.10119 0.21363 0.71855 0.0 0.0 0.0 0.01
C 3.87320 -0.10730 1.28101 0.0 0.0 0.0 -0.01
C 1.38399 -0.24709 3.17034 0.0 0.0 0.1 0.00
C 1.58770 0.94532 3.86668 0.1 0.0 0.0 -0.01
C 1.85430 0.91986 5.22615 0.0 0.0 0.0 0.00
C 1.91501 -0.29759 5.89719 0.0 0.0 0.0 0.00
C 1.70419 -1.48366 5.20837 0.0 0.0 0.0 0.00
C 1.43581 -1.45967 3.84300 0.0 0.0 0.1 0.00
H -1.18948 3.40918 1.20078 0.0 0.0 0.0 0.00
H -2.70401 5.36918 1.44150 0.0 0.0 0.0 0.00
H -5.13395 5.01759 1.71330 0.0 0.0 0.0 0.00
H -6.06261 2.72344 1.71410 0.0 0.0 0.0 0.00
H -4.55167 0.78141 1.47525 0.0 0.0 0.0 0.00
H -2.08941 -2.21205 2.12598 0.0 0.0 0.0 0.00
H -2.21501 -3.23389 4.38483 0.0 0.0 0.0 0.00
H -2.06817 -1.80332 6.39435 0.0 0.0 0.0 0.00
H -1.81387 0.64504 6.15612 0.0 0.0 0.0 0.00
H -1.71430 1.66315 3.90617 0.0 0.0 0.0 0.00
H 1.86073 1.73561 -0.72041 -0.1 0.0 -0.1 -0.03
H 4.03456 2.25481 -1.76678 0.0 0.0 0.0 0.00
H 6.12048 1.30325 -0.82663 0.0 0.0 0.0 0.00
H 6.01123 -0.19744 1.13871 0.0 0.0 0.0 0.00
H 3.82830 -0.77105 2.13744 0.0 0.0 0.0 0.00
H 1.53886 1.88952 3.33460 0.0 0.0 0.0 0.00
H 2.01331 1.84574 5.76494 0.0 0.0 0.0 0.00
H 2.12427 -0.32033 6.95990 0.0 0.0 0.0 0.00
H 1.74518 -2.43075 5.73292 0.0 0.0 0.0 0.00
H 1.26398 -2.38262 3.29938 0.0 0.0 0.0 0.00
F -3.82649 3.08421 -1.62901 0.0 0.0 0.1 0.00
C -3.68022 3.05564 -2.95447 0.1 -0.1 -0.1 -0.01
F -3.02348 4.17474 -3.31338 0.0 0.0 0.0 0.00
F -4.91856 3.15042 -3.48389 0.0 0.0 0.0 0.00
C -2.97430 1.81796 -3.44619 -0.1 0.0 -0.1 0.00
C -3.52006 1.08793 -4.47907 -0.1 -0.1 0.1 0.00
C -2.86906 -0.05425 -4.93957 0.0 0.1 -0.1 0.01
C -1.71035 -0.42974 -4.30156 0.0 0.0 0.1 -0.01
N -1.16286 0.26906 -3.30152 -0.2 -0.8 0.2 0.03
C -1.74590 1.40558 -2.89150 0.1 0.4 -0.2 0.01
S -0.83871 2.20871 -1.67115 0.2 -0.8 0.0 0.02
H -4.45864 1.40069 -4.91654 0.0 0.0 0.0 0.00
H -3.25777 -0.63321 -5.76607 0.0 0.0 0.0 0.00
H -1.17241 -1.31515 -4.61474 -0.1 0.0 0.1 0.00
C 1.50110 -0.39246 -5.26798 0.1 0.0 0.0 0.00
C 2.41084 -1.06052 -4.24471 -0.2 0.2 -0.1 0.02
As 1.61855 -1.45732 -2.50121 0.0 -0.1 0.4 0.02
C 3.29145 -1.99363 -1.63989 0.1 0.0 0.0 0.01
C 3.82546 -3.37228 -2.00889 0.1 0.0 0.0 0.00
C 0.77514 -3.21094 -2.83762 -0.1 0.0 0.0 -0.01
C -0.72144 -3.32540 -2.56661 0.0 -0.1 0.0 0.00
H 2.07176 -0.09979 -6.15118 0.0 0.0 0.0 0.00
H 1.02753 0.49980 -4.85872 0.0 0.0 0.0 0.00
H 0.71408 -1.07006 -5.60287 0.0 0.0 0.0 0.00
H 3.26876 -0.42594 -4.02325 0.0 0.0 0.0 0.00
H 2.78992 -2.01098 -4.62082 0.1 0.0 0.0 0.01
H 3.13776 -1.92159 -0.56995 0.0 0.0 0.1 0.00
H 4.00597 -1.22078 -1.92014 0.1 0.1 0.0 0.00
H 3.20623 -4.16941 -1.59854 0.0 0.0 0.0 0.00
H 4.82709 -3.49701 -1.59139 0.0 0.0 0.0 0.00
H 3.89623 -3.52256 -3.08846 0.0 0.0 0.0 0.00
H 1.29782 -3.90488 -2.18275 0.0 0.0 0.0 0.00
H 1.01535 -3.49273 -3.86479 0.0 0.0 0.0 0.00
H -0.97103 -2.96925 -1.56871 0.0 0.0 0.0 0.00
H -1.02681 -4.37269 -2.62927 0.0 0.0 0.0 0.00
H -1.32514 -2.76390 -3.27913 0.0 -0.1 0.1 0.00

# 6
31
Properties=species:S:1:pos:R:3:forces:R:3:lowdin_charge:R:1 method="wB97M-V/def2-TZVPD" homo_lumo_gap_ev=6.88 largest_force_ha_per_bohr=0.0693 total_charge=-1 lumo_energy_ha=0.12487 homo_energy_ev=-3.5
C 2.31111 -2.69499 0.68512 2.5 0.7 -0.1 -0.05
C 2.50275 -1.64173 1.73093 0.8 -0.8 1.2 -0.52
O 2.71097 -1.90807 2.90818 -0.1 0.6 -1.2 0.06
O 2.50061 -0.33984 1.33213 -0.3 0.0 0.2 -0.01
C 1.56058 -0.00362 0.29436 -0.4 -0.4 0.0 -0.21
C 1.16758 1.43326 0.45147 0.9 0.6 -0.2 -0.18
C 0.40291 2.03709 -0.73136 -0.2 -0.1 0.4 -0.20
C -0.46827 1.08292 -1.54890 -0.1 0.6 -0.4 -0.22
C -1.95462 1.47754 -1.67888 0.2 -1.1 0.3 -0.29
C -2.74134 0.30553 -1.08892 -0.3 0.0 0.1 -0.39
Si -2.61214 0.28300 0.80061 0.0 -0.3 0.0 0.66
H 2.61248 -3.65426 1.06645 0.3 -0.3 0.2 0.09
H 2.83699 -2.42635 -0.22627 0.3 0.0 -0.2 0.09
H 1.24574 -2.71744 0.44903 0.1 -0.6 -2.2 -0.03
H 0.66978 -0.62419 0.40350 0.0 -0.4 0.1 0.08
H 1.97397 -0.23456 -0.68617 0.3 0.2 -0.2 0.13
H 2.07814 2.02210 0.55772 0.2 0.1 0.2 0.11
H 0.64124 1.56195 1.38783 -0.3 -0.1 0.2 0.10
H -0.23717 2.80860 -0.31899 -0.2 0.3 0.1 0.09
H 1.09969 2.56242 -1.37452 0.2 0.0 -0.2 0.10
H -0.06439 1.03629 -2.55477 0.2 -0.2 -0.2 0.10
H -0.46165 0.07045 -1.16173 0.4 -0.1 0.1 0.08
H -2.17541 2.36657 -1.09943 0.0 0.4 -0.2 0.08
H -2.23541 1.59283 -2.72036 0.0 0.4 -0.2 0.09
H -3.76502 0.27633 -1.45147 -0.3 0.1 0.2 0.05
H -2.28181 -0.62090 -1.42021 0.0 -0.2 -0.2 0.06
H -1.90088 1.52798 1.20727 -0.2 0.1 0.0 -0.06
H -3.99419 0.32334 1.35609 0.0 0.1 0.1 -0.10
H -1.85270 -0.88646 1.29068 -0.1 0.0 0.0 -0.08
O -0.20502 -2.48194 0.83410 -0.8 0.2 0.3 -0.47
H 0.63547 -2.53386 1.30655 -3.0 0.2 1.9 -0.15